(a)
This record from the Open Molecules 2025 dataset describes a structure of composition C50H41BrCl5KN6O5. The level of theory is wB97M-V/def2-TZVPD.

Values from the calculation:
Frontier orbital gap in eV: 6.32
LUMO in eV: 3.5
Total charge: -2

Each line ends with the Löwdin charge.
Cartesian coordinates (Å):
K 0.0976 -0.0835 0.0140  0.66
O 1.0880 -0.7885 2.9446  -0.02
C 1.1739 -2.1917 3.0705  -0.33
C 0.6947 -2.9086 1.7448  -0.64
O 1.0808 -4.0649 1.5441  0.02
O -0.0425 -2.2001 1.0178  -0.19
C 0.3150 -2.6499 4.2491  -0.12
C -0.6152 -3.6778 4.1577  -0.01
C -1.3732 -4.0405 5.2657  -0.09
C -1.2084 -3.3827 6.4738  -0.12
C -0.2828 -2.3498 6.5694  -0.09
C 0.4699 -1.9875 5.4654  -0.02
C 2.6345 -2.5194 3.3103  -0.13
C 3.6116 -1.5577 3.0695  -0.03
C 4.9581 -1.8581 3.2334  -0.10
C 5.3460 -3.1245 3.6436  -0.12
C 4.3735 -4.0873 3.8908  -0.10
C 3.0303 -3.7889 3.7271  -0.02
H 0.2754 -0.5440 2.4706  0.05
H -0.7465 -4.2013 3.2192  0.12
H -2.1020 -4.8372 5.1762  0.09
H -1.8028 -3.6641 7.3352  0.09
H -0.1564 -1.8198 7.5062  0.09
H 1.1770 -1.1695 5.5249  0.12
H 3.3051 -0.5739 2.7404  0.07
H 5.7020 -1.0951 3.0336  0.09
H 6.3961 -3.3622 3.7707  0.09
H 4.6664 -5.0818 4.2076  0.09
H 2.2779 -4.5459 3.9010  0.12
C 4.4361 -2.4673 -0.6758  -0.02
C 3.2239 -1.8533 -0.3195  -0.10
N 2.8962 -0.6333 -0.6835  0.11
C 3.7500 0.0566 -1.4578  -0.19
C 4.9867 -0.4699 -1.8774  -0.15
C 5.3167 -1.7722 -1.4575  -0.02
C 5.8667 0.3193 -2.6833  -0.04
C 5.5389 1.5793 -3.0402  -0.04
C 4.3016 2.1605 -2.6186  -0.16
C 3.9479 3.4812 -2.9412  -0.03
C 2.7600 3.9896 -2.4853  -0.05
C 1.9318 3.1600 -1.7155  -0.12
N 2.2313 1.9219 -1.4039  0.15
C 3.3979 1.4117 -1.8361  -0.18
H 4.6444 -3.4686 -0.3244  0.11
H 2.5040 -2.4031 0.2740  0.10
H 6.2651 -2.2031 -1.7590  0.11
H 6.8077 -0.1192 -2.9968  0.11
H 6.2087 2.1788 -3.6467  0.11
H 4.6226 4.0805 -3.5425  0.11
H 2.4516 5.0026 -2.7078  0.10
H 0.9826 3.5297 -1.3357  0.09
Br 4.4304 1.9447 1.5490  0.76
C 2.8255 2.9097 1.9633  -0.72
C 2.9646 4.2589 2.2472  -0.14
C 1.8157 4.9267 2.6457  -0.07
C 0.6346 4.2179 2.7644  -0.02
C 0.6119 2.8668 2.4302  -0.16
N 1.7086 2.2285 2.0065  0.13
C -0.7254 2.0989 2.5517  -0.66
O -1.5283 2.5924 3.3553  -0.01
O -0.8580 1.1140 1.7935  -0.18
H 3.9256 4.7452 2.1701  0.08
H 1.8569 5.9836 2.8817  0.10
H -0.2830 4.6657 3.1180  0.11
N -2.9240 -2.0456 0.5183  0.13
C -3.1058 -2.8027 -0.6355  -0.32
C -4.2067 -2.5851 -1.4681  -0.06
C -4.4135 -3.3760 -2.5861  -0.12
C -3.5321 -4.4008 -2.9024  -0.13
C -2.4310 -4.6158 -2.0816  -0.10
C -2.2158 -3.8345 -0.9584  -0.03
H -3.2078 -1.0803 0.4288  0.07
H -1.9909 -2.1262 0.9129  0.05
H -4.8872 -1.7692 -1.2462  0.10
H -5.2603 -3.1703 -3.2321  0.10
H -3.6793 -4.9968 -3.7958  0.09
H -1.7121 -5.3870 -2.3334  0.10
H -1.3308 -3.9762 -0.3480  0.10
C -1.8008 3.7700 -0.1242  -0.16
C -2.9354 4.7297 -0.5653  -0.17
N -3.8633 4.0361 -1.4582  -0.17
C -4.3364 2.8098 -0.7925  -0.15
C -3.1490 1.8478 -0.5136  -0.15
N -1.8930 2.5143 -0.8649  -0.15
C -1.8953 2.7941 -2.3037  -0.16
C -3.1320 3.6557 -2.6710  -0.17
H -1.8857 3.5374 0.9370  0.10
H -0.8128 4.2170 -0.2865  0.10
H -2.5443 5.5988 -1.1038  0.10
H -3.4967 5.1012 0.2965  0.11
H -5.0808 2.3381 -1.4383  0.10
H -4.8359 3.1071 0.1336  0.11
H -3.2198 0.9439 -1.1259  0.09
H -3.0930 1.5597 0.5390  0.11
H -1.8985 1.8347 -2.8263  0.07
H -0.9651 3.3145 -2.5575  0.10
H -3.8161 3.1008 -3.3140  0.06
H -2.8459 4.5725 -3.1967  0.10
Cl -4.3708 0.4722 -3.9657  0.60
C -3.0170 -0.6397 -4.2459  -0.71
C -1.9436 -0.5872 -3.3839  -0.12
C -0.9678 -1.5290 -3.6565  -0.69
Cl 0.4726 -1.5648 -2.6438  0.64
C -1.0366 -2.4647 -4.6874  -0.72
Cl 0.2052 -3.6477 -4.9370  0.62
C -2.1429 -2.4507 -5.5331  -0.73
Cl -2.2814 -3.6159 -6.8081  0.61
C -3.1546 -1.5219 -5.3148  -0.73
Cl -4.5605 -1.5421 -6.3373  0.60

***

(b)
This record from the Open Molecules 2025 dataset describes a structure of composition C50H41BrCl5KN6O5. The level of theory is wB97M-V/def2-TZVPD.

Values from the calculation:
Frontier orbital gap in eV: 6.68
LUMO in eV: 3.8
Total charge: -2

Each line ends with the Löwdin charge.
Cartesian coordinates (Å):
K 0.8031 0.8739 -1.4816  0.76
O 2.3337 0.3664 0.3393  -0.15
C 3.7150 0.3537 0.0155  -0.33
C 3.9548 0.2373 -1.5464  -0.64
O 5.1280 0.0619 -1.8867  0.00
O 2.9306 0.3473 -2.2581  -0.16
C 4.2724 1.7053 0.4377  -0.13
C 3.4207 2.7867 0.6335  0.00
C 3.9371 4.0335 0.9681  -0.07
C 5.3038 4.2050 1.1167  -0.12
C 6.1573 3.1259 0.9145  -0.10
C 5.6451 1.8861 0.5718  -0.02
C 4.3384 -0.7936 0.8166  -0.13
C 4.0755 -0.8125 2.1874  -0.02
C 4.4953 -1.8619 2.9850  -0.09
C 5.1923 -2.9254 2.4211  -0.12
C 5.4626 -2.9118 1.0630  -0.09
C 5.0443 -1.8532 0.2621  -0.02
H 1.9694 -0.5066 0.0895  0.02
H 2.3566 2.6735 0.5000  0.10
H 3.2540 4.8634 1.0901  0.10
H 5.7063 5.1766 1.3774  0.09
H 7.2288 3.2537 1.0139  0.09
H 6.3045 1.0475 0.3865  0.12
H 3.5066 0.0036 2.6146  0.12
H 4.2677 -1.8593 4.0441  0.09
H 5.5141 -3.7562 3.0363  0.09
H 5.9994 -3.7371 0.6101  0.09
H 5.2673 -1.8339 -0.7941  0.10
C -1.6603 -1.2416 2.9411  -0.05
C -1.1116 -0.5448 1.8482  -0.11
N -0.2336 -1.0669 1.0246  0.17
C 0.1284 -2.3501 1.2246  -0.15
C -0.3792 -3.1432 2.2568  -0.16
C -1.2891 -2.5426 3.1445  -0.02
C 0.0114 -4.5268 2.3476  -0.04
C 0.8265 -5.0819 1.4296  -0.04
C 1.3558 -4.3018 0.3428  -0.16
C 2.1567 -4.8367 -0.6793  -0.02
C 2.5776 -4.0243 -1.6975  -0.03
C 2.2378 -2.6613 -1.6691  -0.09
N 1.5133 -2.1404 -0.7049  0.13
C 1.0470 -2.9439 0.2639  -0.16
H -2.3610 -0.7367 3.5924  0.10
H -1.4193 0.4713 1.6377  0.09
H -1.6946 -3.1192 3.9682  0.11
H -0.3953 -5.1235 3.1563  0.10
H 1.0843 -6.1333 1.4850  0.11
H 2.4170 -5.8885 -0.6587  0.11
H 3.1807 -4.4026 -2.5106  0.10
H 2.5770 -1.9740 -2.4326  0.11
Br -3.1464 1.2103 -4.7723  0.73
C -2.2240 2.7831 -4.1979  -0.73
C -2.2852 3.9109 -5.0030  -0.12
C -1.6126 5.0314 -4.5517  -0.07
C -0.9270 4.9774 -3.3501  -0.01
C -0.9423 3.7959 -2.6226  -0.16
N -1.5858 2.7068 -3.0583  0.10
C -0.1655 3.7085 -1.2961  -0.66
O 0.6039 4.6436 -1.0722  0.00
O -0.3729 2.6770 -0.6106  -0.21
H -2.8312 3.8968 -5.9348  0.09
H -1.6185 5.9390 -5.1433  0.10
H -0.3640 5.8077 -2.9520  0.11
N -1.3914 2.9015 2.0390  0.13
C -0.9876 2.4603 3.2703  -0.35
C -1.8983 2.2236 4.3052  -0.07
C -1.4601 1.7907 5.5470  -0.13
C -0.1121 1.5791 5.7960  -0.13
C 0.7954 1.8112 4.7650  -0.10
C 0.3759 2.2438 3.5234  -0.02
H -2.3599 2.7807 1.7965  0.07
H -0.7633 2.7738 1.2505  0.06
H -2.9553 2.3783 4.1207  0.10
H -2.1889 1.6110 6.3294  0.09
H 0.2262 1.2367 6.7639  0.08
H 1.8532 1.6399 4.9244  0.10
H 1.0896 2.3932 2.7248  0.11
C -4.3837 0.2850 1.2408  -0.17
C -5.8648 0.1638 0.7940  -0.17
N -5.9503 0.1495 -0.6637  -0.17
C -5.1197 -0.9524 -1.1691  -0.15
C -3.6330 -0.7593 -0.7683  -0.15
N -3.5214 0.4345 0.0786  -0.15
C -3.9438 1.6014 -0.6857  -0.15
C -5.4059 1.4127 -1.1695  -0.16
H -4.0643 -0.6054 1.7870  0.10
H -4.2376 1.1448 1.9021  0.10
H -6.4600 1.0071 1.1587  0.10
H -6.3220 -0.7533 1.1747  0.11
H -5.2306 -0.9900 -2.2545  0.11
H -5.5213 -1.8851 -0.7650  0.11
H -2.9899 -0.6256 -1.6384  0.10
H -3.2416 -1.6155 -0.2151  0.08
H -3.2508 1.7232 -1.5141  0.09
H -3.8450 2.4872 -0.0524  0.11
H -5.4544 1.3930 -2.2589  0.09
H -6.0534 2.2247 -0.8215  0.11
Cl 0.0570 -0.0642 -4.5081  0.58
C -0.7956 -1.6267 -4.3252  -0.70
C -1.0591 -2.0386 -3.0484  -0.14
C -1.6829 -3.2462 -2.9493  -0.68
Cl -2.0226 -3.8967 -1.3022  0.59
C -2.0711 -4.0240 -4.0335  -0.71
Cl -2.8957 -5.5489 -3.8463  0.59
C -1.7902 -3.5560 -5.3169  -0.72
Cl -2.2531 -4.4862 -6.7076  0.60
C -1.1321 -2.3366 -5.4741  -0.71
Cl -0.7674 -1.7655 -7.0778  0.61

***

Of them, (a) has the highest stability.

***

(a)
This record from the Open Molecules 2025 dataset describes the molecule C14H15N3OS. The level of theory is wB97M-V/def2-TZVPD.

Values from the calculation:
Frontier orbital gap in eV: 8.80
LUMO in eV: 0.5
Total charge: 0
SMILES string: CC(=O)Nc1c2c(nn1-c1ccc(C)cc1)CSC2

Each line ends with the Löwdin charge.
Cartesian coordinates (Å):
C 0.4341 -2.5622 2.6435  0.01
C 0.6804 -1.6626 1.4549  -0.52
O 1.4406 -0.7256 1.4730  0.09
N -0.0679 -1.9862 0.3503  0.14
C 0.0462 -1.3325 -0.8769  -0.17
C 0.2403 -1.8613 -2.1367  -0.19
C 0.3386 -0.7431 -2.9778  -0.33
N 0.2226 0.3818 -2.3045  0.16
N 0.0305 0.0226 -1.0264  -0.02
C -0.1864 1.0123 -0.0542  -0.20
C 0.5278 2.2010 -0.1356  0.00
C 0.3150 3.1927 0.7991  -0.03
C -0.6074 3.0237 1.8268  -0.28
C -0.8142 4.1080 2.8396  -0.05
C -1.3274 1.8384 1.8827  -0.04
C -1.1310 0.8390 0.9480  -0.02
C 0.5558 -0.9969 -4.4192  -0.38
S 0.5338 -2.8320 -4.5687  0.85
C 0.3651 -3.1952 -2.7647  -0.40
H 1.3891 -2.9380 3.0030  0.09
H -0.0035 -1.9643 3.4406  0.09
H -0.2241 -3.3948 2.4129  0.07
H -0.5398 -2.8781 0.3239  0.15
H 1.2418 2.3262 -0.9335  0.11
H 0.8775 4.1129 0.7383  0.11
H -1.1395 5.0257 2.3510  0.08
H -1.5627 3.8208 3.5735  0.07
H 0.1189 4.3216 3.3590  0.08
H -2.0591 1.6938 2.6648  0.11
H -1.7150 -0.0681 0.9971  0.11
H 1.5199 -0.6264 -4.7690  0.08
H -0.2369 -0.5871 -5.0451  0.08
H -0.5164 -3.8250 -2.6293  0.07
H 1.2533 -3.7413 -2.4402  0.07

***

(b)
This record from the Open Molecules 2025 dataset describes a structure of composition C14H15N3OS. The level of theory is wB97M-V/def2-TZVPD.

Values from the calculation:
Frontier orbital gap in eV: 7.58
LUMO in eV: -0.2
Total charge: 0

Each line ends with the Löwdin charge.
Cartesian coordinates (Å):
O -7.3835 -0.1223 -0.6497  -0.05
C -6.2843 0.5538 -0.7617  -0.27
C -4.9803 0.2272 -0.3438  -0.69
C -4.7181 -1.1140 0.1803  -0.10
N -3.4641 -1.4114 0.3936  0.10
C -2.8541 -0.2391 0.3577  -0.45
N -1.5878 -0.1440 0.7323  -0.07
C -0.8004 1.1947 0.0530  0.04
H -1.3731 2.0810 0.4403  0.11
C 0.6674 1.1060 0.7587  -0.31
N 1.2923 0.1787 0.3543  -0.13
C 2.5725 0.1302 -0.1439  -0.07
C 3.2539 -1.1216 -0.9924  0.09
C 4.5853 -0.7987 -1.2023  -0.24
C 5.3713 0.1173 -0.9127  -0.10
C 4.7749 1.0668 0.1757  -0.07
C 3.5532 0.8888 0.4771  -0.15
H 3.1030 1.7472 1.1839  0.15
H 5.5752 2.0035 0.3607  0.17
H 6.3909 0.2206 -0.9555  0.07
H 4.9180 -1.6543 -1.9816  0.15
H 2.5016 -1.6430 -1.1120  -0.03
C 0.5553 -1.0972 0.1754  -0.15
H 0.2064 -1.2721 -0.7637  0.11
C -0.7030 -0.9825 0.7321  -0.38
H -0.3481 -1.0352 2.0219  0.18
H -1.2923 -2.2379 0.8451  0.23
H 1.1851 -1.9271 0.3755  0.13
H 1.0728 2.0110 0.5381  0.10
H 0.5927 1.1547 1.9363  0.17
H -0.7103 1.3509 -0.9702  0.09
S -3.7595 1.1491 -0.5141  1.14
H -5.4287 -1.8565 0.3729  0.11
H -6.4842 1.4756 -1.1613  0.08

***

Of them, (a) has the highest stability.